No. 1
42
Properties=species:S:1:pos:R:3 method="wB97M-V/def2-TZVPD" lumo_ev=-0.59 largest_force_ha_per_bohr=0.057 e_tot_ev=-55815.031 orbital_gap_ha=0.25319
Ca -0.549 -12.208 -4.076
S -3.112 -10.195 -3.325
O -2.112 -9.218 -2.855
O -2.389 -11.171 -4.207
O -4.155 -9.465 -4.053
O -3.645 -10.969 -2.173
O -1.665 -12.581 -2.024
O -1.557 -14.394 -4.580
O 0.941 -10.638 -5.556
O 0.173 -10.339 -2.837
N -0.682 -12.571 -6.471
C 2.332 -10.432 -5.458
C -1.411 -13.224 -0.773
C 1.080 -10.145 -1.748
C -1.913 -13.341 -6.732
C 0.470 -10.481 -6.906
C -0.875 -11.186 -6.993
C -1.954 -15.529 -3.787
C -1.879 -14.616 -5.949
H 2.542 -10.413 -4.383
H 2.087 -10.518 -1.964
H 1.212 -10.891 -7.597
H -2.796 -12.765 -6.445
H -1.668 -12.544 0.044
H 0.061 -12.991 -7.022
H -0.339 -13.414 -0.719
H 2.930 -11.211 -5.936
H -1.487 -15.373 -2.821
H -3.039 -15.553 -3.703
H -1.593 -16.420 -4.300
H 2.660 -9.434 -5.764
H -2.021 -14.117 -0.627
H -1.126 -15.285 -6.387
H -1.700 -10.628 -6.557
H -1.122 -11.329 -8.055
H 0.709 -10.704 -0.883
H -0.534 -9.636 -2.769
H -1.996 -13.514 -7.811
H 1.177 -9.077 -1.555
H -2.487 -11.999 -1.895
H -2.869 -15.073 -6.045
H 0.329 -9.411 -7.078

=====

No. 2
29
Properties=species:S:1:pos:R:3 method="wB97M-V/def2-TZVPD" lumo_ev=0.50 smiles="CCOCCCNC(=O)c1cccs1" largest_force_ha_per_bohr=0.014 relative_energy_ev=0.016 e_tot_ev=-27033.736 orbital_gap_ha=0.35761
S -2.591 0.388 1.249
O 3.647 0.280 0.312
O -0.573 -1.145 -1.784
N -0.302 -1.429 0.445
C -3.901 1.335 -0.737
C -3.874 1.339 0.622
C -2.870 0.554 -1.295
C 5.354 1.923 0.073
C 2.451 -0.317 -0.129
C -0.918 -0.904 -0.642
C 2.143 -1.502 0.781
C 0.882 -2.246 0.340
C -2.069 -0.032 -0.354
C 4.051 1.373 -0.482
H 0.750 -3.143 0.953
H 5.211 2.244 1.101
H 2.554 -0.658 -1.170
H -4.531 1.843 1.303
H 5.686 2.767 -0.524
H -4.630 1.870 -1.318
H 2.030 -1.140 1.805
H 0.964 -2.536 -0.710
H 1.629 0.417 -0.100
H -2.709 0.414 -2.348
H 3.270 2.151 -0.473
H 4.185 1.047 -1.526
H -0.583 -1.133 1.367
H 2.991 -2.185 0.759
H 6.117 1.149 0.057

=====

No. 3
74
Properties=species:S:1:pos:R:3 method="wB97M-V/def2-TZVPD" lumo_ev=2.35 charge=-1 largest_force_ha_per_bohr=0.047 relative_energy_ev=1.304 e_tot_ev=-73035.700 orbital_gap_ha=0.22854
K -0.618 -0.109 0.028
P -2.277 2.885 0.815
O -3.110 -3.686 1.164
O -1.914 -1.886 -0.158
N -0.070 -1.475 -2.107
N 1.653 0.653 -2.078
N -0.917 -2.495 -2.131
C 1.624 -1.046 3.237
C -4.038 6.569 1.134
C 2.461 1.690 -2.085
C -2.523 5.260 -0.773
C -1.407 2.491 -1.896
C 1.596 2.284 1.413
C -3.675 7.230 -0.028
C 1.090 0.264 -3.228
C -3.900 -6.363 -1.147
C 1.835 -2.459 1.311
C -2.873 1.598 -3.573
C 0.420 -1.653 3.550
C 2.779 2.421 -3.221
C -2.366 2.266 -0.915
C 0.233 2.053 1.170
C -0.519 3.234 1.099
C 1.365 0.936 -4.434
C 0.620 -3.052 1.611
C 0.156 -0.826 -3.192
C -2.486 -4.786 -2.264
C 2.335 -1.456 2.121
C -2.881 4.583 0.392
C -1.667 2.181 -3.218
C 2.134 3.549 1.600
C -3.813 1.323 -2.595
C -1.691 -2.716 -1.096
C -3.640 5.260 1.341
C -3.126 -4.410 0.033
C -0.042 4.511 1.372
C -0.085 -2.651 2.735
C 1.311 4.665 1.610
C -3.846 -5.604 0.005
C -3.217 -5.959 -2.286
C 2.216 2.018 -4.427
C -2.921 6.567 -0.983
C -3.568 1.669 -1.281
C -2.432 -3.998 -1.121
H 2.009 -0.251 3.859
H -2.649 -2.830 0.899
H 1.722 5.652 1.798
H 3.290 -1.003 1.891
H 0.906 0.608 -5.356
H -0.383 -1.044 -4.124
H -3.981 8.254 -0.193
H 2.866 1.962 -1.120
H -3.913 4.742 2.251
H -4.371 -5.899 0.902
H -0.115 -1.361 4.445
H -4.752 0.853 -2.855
H 2.436 2.550 -5.344
H -3.078 1.360 -4.607
H -0.929 2.418 -3.973
H 3.200 3.682 1.765
H 3.445 3.269 -3.174
H -0.704 5.370 1.412
H -2.637 7.079 -1.895
H -1.925 4.764 -1.524
H 2.267 1.433 1.493
H -1.948 -4.450 -3.137
H -1.026 -3.127 2.975
H 2.400 -2.789 0.450
H 0.230 -3.839 0.980
H -0.453 2.923 -1.620
H -4.321 1.498 -0.522
H -4.486 -7.271 -1.157
H -3.269 -6.559 -3.185
H -4.630 7.078 1.883